# 1
{"formula": "C43H46AsCl2N5OPSV", "method": "the ωB97M-V functional and the def2-TZVPD basis", "e_lumo_ha": [-0.3582, -0.3359], "orbital_gap_ha": [0.148, 0.171], "spin_multiplicity": 2, "mol_weight_g_mol": 908.69, "e_above_lowest_ev": 0.000, "energy_ev": -186506.8543, "s2": 0.830, "homo_ev": [-13.78, -13.79], "total_charge": 3, "elements": ["V", "Cl", "C", "Cl", "H", "H", "N", "C", "O", "C", "C", "H", "H", "H", "H", "H", "H", "N", "C", "C", "C", "C", "C", "C", "C", "C", "N", "C", "H", "H", "H", "H", "H", "H", "H", "H", "C", "N", "C", "C", "N", "C", "S", "H", "H", "H", "H", "H", "H", "C", "C", "As", "C", "C", "C", "C", "C", "C", "C", "C", "C", "C", "C", "C", "P", "C", "C", "C", "C", "C", "C", "C", "C", "C", "C", "C", "C", "H", "H", "H", "H", "H", "H", "H", "H", "H", "H", "H", "H", "H", "H", "H", "H", "H", "H", "H", "H", "H", "H", "H", "H"], "xyz": [[0.235, 1.092, -1.280], [-1.517, 3.435, -0.431], [-0.689, 5.004, -0.066], [0.890, 4.967, -0.922], [-0.585, 5.159, 1.019], [-1.344, 5.735, -0.501], [-2.735, -0.873, -3.074], [-1.560, -0.514, -2.748], [-1.441, 0.606, -2.146], [-0.250, -1.196, -3.138], [0.800, -0.560, -2.233], [-3.539, -0.342, -2.669], [-2.981, -1.729, -3.562], [-0.087, -1.012, -4.196], [-0.262, -2.344, -3.139], [1.809, -0.863, -2.534], [0.605, -0.876, -1.158], [0.543, 2.402, -2.977], [1.893, 2.878, -3.047], [2.326, 3.807, -3.921], [3.601, 4.348, -3.777], [4.404, 3.983, -2.712], [3.979, 3.044, -1.801], [4.758, 2.515, -0.763], [4.264, 1.597, 0.097], [2.949, 1.125, -0.105], [2.192, 1.608, -1.072], [2.703, 2.509, -1.968], [-0.063, 3.246, -2.826], [0.286, 2.014, -3.897], [1.715, 4.179, -4.731], [3.934, 5.030, -4.453], [5.364, 4.422, -2.590], [5.760, 2.885, -0.552], [4.827, 1.233, 0.959], [2.538, 0.308, 0.499], [5.820, -3.339, -3.748], [6.263, -3.307, -2.413], [7.495, -3.864, -1.931], [7.525, -3.648, -0.643], [6.385, -2.999, -0.321], [5.569, -2.749, -1.375], [4.041, -2.015, -1.266], [4.950, -4.008, -3.842], [6.541, -3.804, -4.426], [5.610, -2.293, -4.140], [8.177, -4.404, -2.583], [8.285, -3.924, 0.029], [6.117, -2.681, 0.629], [-2.268, 0.030, 0.821], [-3.251, 1.098, 0.901], [-5.119, 0.472, 1.329], [-4.612, -0.611, 2.894], [-5.017, 0.082, 4.100], [-4.892, -0.576, 5.312], [-4.464, -1.900, 5.391], [-4.170, -2.553, 4.201], [-4.153, -1.913, 3.001], [-5.444, -0.708, -0.297], [-5.752, 0.101, -1.398], [-6.078, -0.468, -2.602], [-5.945, -1.854, -2.799], [-5.653, -2.639, -1.683], [-5.417, -2.080, -0.448], [-0.504, 0.420, 1.005], [0.230, -1.170, 1.563], [-0.080, -2.388, 0.952], [0.265, -3.615, 1.486], [1.023, -3.688, 2.635], [1.390, -2.503, 3.238], [1.014, -1.254, 2.684], [-0.183, 1.587, 2.341], [0.630, 2.685, 2.078], [0.820, 3.588, 3.109], [0.225, 3.459, 4.348], [-0.571, 2.351, 4.631], [-0.801, 1.436, 3.578], [-2.412, -0.623, -0.103], [-2.385, -0.723, 1.617], [-3.344, 1.618, -0.039], [-3.009, 1.780, 1.730], [-5.500, 1.079, 4.002], [-5.151, -0.063, 6.198], [-4.424, -2.478, 6.288], [-3.881, -3.608, 4.272], [-4.024, -2.493, 2.124], [-5.924, 1.175, -1.259], [-6.476, 0.120, -3.417], [-6.246, -2.324, -3.727], [-5.755, -3.702, -1.903], [-5.229, -2.749, 0.414], [-0.739, -2.362, 0.084], [0.005, -4.527, 0.968], [1.257, -4.691, 2.959], [2.000, -2.499, 4.129], [1.358, -0.314, 3.092], [1.112, 2.875, 1.126], [1.453, 4.476, 2.986], [0.403, 4.127, 5.160], [-1.078, 2.178, 5.574], [-1.335, 0.548, 3.798]], "lowdin_charge": [0.814, 0.645, -0.804, 0.650, 0.054, 0.039, 0.293, -0.456, -0.142, -0.079, -0.133, 0.138, 0.163, 0.138, 0.175, 0.052, 0.070, 0.049, -0.292, 0.010, 0.010, 0.036, -0.145, 0.055, -0.004, -0.107, -0.017, -0.197, 0.098, 0.147, 0.143, 0.099, 0.133, 0.151, 0.137, 0.111, -0.064, -0.120, -0.009, -0.090, 0.045, -0.798, 0.523, 0.100, 0.099, 0.114, 0.140, 0.124, 0.169, -0.430, -0.474, 1.361, -0.405, -0.120, -0.075, -0.046, -0.086, -0.150, -0.371, -0.179, -0.103, -0.084, -0.087, -0.105, 1.035, -0.362, -0.104, -0.052, -0.040, -0.022, -0.076, -0.387, -0.138, -0.070, -0.035, -0.005, -0.060, 0.100, 0.071, 0.007, 0.066, 0.096, 0.099, 0.111, 0.121, 0.073, 0.101, 0.115, 0.113, 0.119, 0.106, 0.100, 0.121, 0.126, 0.118, 0.105, 0.058, 0.128, 0.117, 0.125, 0.108]}

# 2
{"formula": "C43H46AsClCsF6N4", "method": "the ωB97M-V functional and the def2-TZVPD basis", "e_lumo_ha": [0.1373, 0.1367], "orbital_gap_ha": [0.138, 0.213], "spin_multiplicity": 2, "mol_weight_g_mol": 976.14, "e_above_lowest_ev": 0.000, "energy_ev": -141518.6919, "s2": 0.773, "homo_ev": [-0.01, -2.07], "total_charge": -2, "elements": ["Cs", "N", "C", "C", "C", "C", "C", "C", "C", "C", "C", "C", "C", "C", "H", "H", "H", "H", "H", "H", "H", "H", "H", "H", "N", "C", "C", "C", "C", "C", "C", "C", "C", "C", "C", "C", "C", "H", "H", "H", "H", "H", "H", "H", "H", "H", "H", "C", "C", "C", "C", "C", "C", "C", "N", "C", "C", "C", "C", "C", "C", "C", "N", "C", "C", "C", "C", "H", "H", "H", "H", "H", "H", "H", "H", "H", "H", "H", "H", "H", "H", "H", "H", "H", "H", "H", "H", "H", "H", "H", "H", "F", "As", "F", "F", "F", "F", "F", "Cl", "C", "H", "H"], "xyz": [[0.573, -3.191, 0.021], [-2.009, -1.958, -1.328], [-2.725, -2.976, -1.908], [-3.900, -3.442, -1.309], [-4.620, -4.492, -1.855], [-4.189, -5.087, -3.029], [-3.025, -4.624, -3.633], [-2.267, -3.589, -3.098], [-0.990, -3.192, -3.757], [-1.011, -2.995, -5.143], [0.163, -2.758, -5.841], [1.361, -2.744, -5.138], [1.345, -2.902, -3.754], [0.190, -3.117, -2.972], [-2.452, -1.369, -0.644], [-1.305, -1.507, -1.890], [-4.235, -2.971, -0.391], [-5.520, -4.845, -1.364], [-4.739, -5.914, -3.464], [-2.675, -5.103, -4.540], [-1.955, -3.021, -5.682], [0.147, -2.599, -6.914], [2.299, -2.592, -5.668], [2.314, -2.864, -3.249], [1.287, 0.516, -3.181], [2.346, 1.291, -3.563], [2.574, 1.583, -4.915], [3.547, 2.491, -5.290], [4.310, 3.141, -4.329], [4.121, 2.823, -2.991], [3.174, 1.890, -2.594], [3.016, 1.511, -1.164], [2.373, 2.386, -0.300], [2.197, 2.071, 1.036], [2.669, 0.865, 1.522], [3.326, -0.019, 0.682], [3.510, 0.288, -0.666], [0.940, -0.191, -3.810], [1.206, 0.281, -2.202], [1.964, 1.080, -5.658], [3.704, 2.702, -6.342], [5.048, 3.878, -4.621], [4.737, 3.288, -2.229], [1.987, 3.318, -0.695], [1.672, 2.756, 1.689], [2.538, 0.613, 2.567], [3.718, -0.948, 1.084], [-2.705, 5.087, 1.855], [-2.435, 4.776, 0.381], [-3.766, 4.895, -0.378], [-1.449, 5.820, -0.160], [-1.863, 3.380, 0.169], [-1.629, 2.914, -1.144], [-1.171, 1.612, -1.304], [-0.889, 0.769, -0.325], [-1.047, 1.214, 0.966], [-1.573, 2.523, 1.200], [-0.708, 0.330, 2.040], [-0.989, 0.649, 3.403], [-0.676, -0.210, 4.425], [-0.043, -1.426, 4.077], [0.203, -1.672, 2.736], [-0.110, -0.868, 1.737], [-1.000, 0.077, 5.885], [0.291, 0.050, 6.715], [-1.668, 1.440, 6.084], [-1.957, -1.006, 6.407], [-3.144, 6.083, 1.946], [-1.782, 5.069, 2.438], [-3.404, 4.366, 2.284], [-4.203, 5.887, -0.233], [-4.474, 4.146, -0.018], [-3.622, 4.735, -1.446], [-1.850, 6.830, -0.029], [-1.256, 5.659, -1.221], [-0.497, 5.754, 0.369], [-1.806, 3.531, -2.015], [-1.028, 1.225, -2.310], [-1.738, 2.837, 2.220], [-1.485, 1.583, 3.620], [0.251, -2.154, 4.821], [0.694, -2.604, 2.455], [0.983, 0.819, 6.365], [0.789, -0.915, 6.630], [0.074, 0.234, 7.771], [-1.014, 2.248, 5.751], [-1.886, 1.593, 7.145], [-2.608, 1.499, 5.533], [-1.512, -1.996, 6.308], [-2.887, -0.995, 5.836], [-2.194, -0.836, 7.461], [2.323, -4.898, 0.336], [2.788, -5.658, 1.852], [4.388, -5.904, 1.211], [3.279, -4.108, 2.478], [3.277, -6.423, 3.345], [1.181, -5.417, 2.509], [2.282, -7.199, 1.224], [6.025, -0.150, -1.636], [4.278, -0.649, -1.540], [4.290, -1.658, -1.139], [3.931, -0.647, -2.568]], "lowdin_charge": [1.261, 0.059, -0.284, -0.051, -0.131, -0.132, -0.057, -0.147, -0.267, -0.087, -0.142, -0.154, -0.209, -0.221, 0.083, 0.048, 0.102, 0.087, 0.081, 0.105, 0.096, 0.079, 0.082, 0.062, 0.163, -0.272, -0.036, -0.116, -0.122, -0.049, -0.155, -0.162, -0.020, -0.073, -0.074, -0.028, -0.254, 0.087, 0.085, 0.106, 0.091, 0.084, 0.114, 0.119, 0.104, 0.107, 0.120, -0.078, -0.564, -0.059, -0.055, -0.208, -0.065, -0.186, 0.089, -0.241, 0.006, -0.242, 0.012, -0.202, -0.052, -0.272, -0.018, -0.563, -0.055, -0.079, -0.054, 0.075, 0.082, 0.083, 0.075, 0.088, 0.071, 0.075, 0.074, 0.085, 0.086, 0.085, 0.075, 0.075, 0.094, -0.015, 0.087, 0.074, 0.075, 0.083, 0.076, 0.082, 0.075, 0.088, 0.075, -0.559, 0.713, -0.264, -0.268, -0.272, -0.288, -0.261, 0.525, -0.483, 0.075, 0.064]}